Record 1
The molecule C23H29N3O6S. Source: the Open Molecules 2025 dataset; level of theory: ωB97M-V/def2-TZVPD.

Each line ends with the Mulliken charge.
Geometry (Å):
C1 -8.0467 -0.9713 0.0517  -0.83
O1 -7.2153 -0.0007 0.6481  -0.43
C2 -5.8748 -0.1158 0.5195  0.95
C3 -5.1174 0.8769 1.1528  -0.86
C4 -3.7414 0.8534 1.0823  0.05
C5 -3.1118 -0.1594 0.3791  -0.69
S1 -1.3372 -0.2103 0.2375  1.61
O2 -0.7723 0.8263 1.0698  -0.84
O3 -0.8698 -1.5454 0.4652  -0.85
N1 -1.1623 0.0940 -1.4106  0.25
C6 -1.4457 1.4584 -1.8038  -1.06
C7 -0.3924 2.4561 -1.3138  -0.72
C8 1.0486 1.9727 -1.5556  0.55
C9 2.0194 2.6898 -0.6103  -0.19
O4 2.9994 3.2910 -1.0084  -0.71
N2 1.7009 2.5692 0.6918  0.08
C10 2.5202 3.1168 1.7531  -0.90
C11 3.9029 2.4450 1.8379  -0.77
C12 3.7145 0.9365 1.7590  0.61
O5 3.2785 0.2867 2.6833  -0.67
N3 4.0470 0.4300 0.5409  0.11
C13 3.8968 -0.8794 0.0634  -0.66
C14 4.5846 -1.2298 -1.0943  -0.65
C15 4.4372 -2.5023 -1.6170  -0.61
C16 3.6071 -3.4192 -1.0073  -0.73
C17 2.9025 -3.0673 0.1470  0.43
O6 2.1051 -4.0296 0.6691  -0.47
C18 1.2860 -3.7022 1.7734  -0.39
C19 3.0514 -1.7931 0.6828  0.38
C20 1.2497 0.4603 -1.3546  0.27
C21 0.1088 -0.3604 -1.9418  -1.94
C22 -3.8438 -1.1460 -0.2496  -0.80
C23 -5.2257 -1.1317 -0.1835  -0.60
H1 -7.8532 -1.9684 0.4579  0.34
H2 -7.9265 -0.9884 -1.0356  0.34
H3 -9.0647 -0.6738 0.2968  0.24
H4 -5.6389 1.6499 1.6938  0.44
H5 -3.1394 1.6032 1.5706  0.52
H6 -1.5102 1.4678 -2.8965  0.46
H7 -2.4263 1.7199 -1.3982  0.38
H8 -0.5587 2.6208 -0.2512  0.31
H9 -0.5379 3.4098 -1.8250  0.52
H10 1.3402 2.2253 -2.5805  0.57
H11 0.9408 1.9583 0.9649  0.19
H12 1.9815 2.9706 2.6890  0.46
H13 2.6608 4.1876 1.5741  0.39
H14 4.5301 2.8087 1.0253  0.27
H15 4.3590 2.7010 2.7940  0.44
H16 4.4538 1.0727 -0.1253  0.26
H17 5.2282 -0.5091 -1.5779  0.43
H18 4.9749 -2.7780 -2.5119  0.38
H19 3.4820 -4.4136 -1.4043  0.47
H20 1.8833 -3.3896 2.6346  0.36
H21 0.5670 -2.9200 1.5134  0.04
H22 0.7526 -4.6194 2.0185  0.25
H23 2.5227 -1.4951 1.5707  0.64
H24 1.2963 0.2222 -0.2911  -0.07
H25 2.1943 0.1578 -1.8092  0.64
H26 0.0674 -0.2767 -3.0314  0.46
H27 0.2208 -1.4093 -1.6649  0.50
H28 -3.3187 -1.9230 -0.7809  0.47
H29 -5.7847 -1.9104 -0.6765  0.39

SMILES: COc1ccc(S(=O)(=O)N2CCC(C(=O)NCCC(=O)Nc3cccc(OC)c3)CC2)cc1
Total energy: -51912.88093 eV
Gap between HOMO and LUMO: 8.48 eV
Total charge: 0
ΔE to the lowest compared entry with this formula, charge and spin: 90.5 kJ/mol

***

Record 2
A structure of composition C20H19MnN6O4S. Source: the Open Molecules 2025 dataset; level of theory: ωB97M-V/def2-TZVPD.

Each line ends with the Mulliken charge.
Geometry (Å):
Mn1 0.3324 0.2955 -0.3817  0.35
N1 2.1636 -0.2526 1.0575  -0.43
C1 1.5794 -1.1973 2.0196  -0.49
C2 0.2460 -0.6202 2.4998  0.45
O1 -0.0148 -0.5749 3.7124  -0.80
N2 -0.4750 -0.1733 1.4777  0.04
C3 -1.5328 0.7704 1.7733  -0.64
C4 -1.2201 2.0916 1.0248  0.53
O2 -1.8838 3.1023 1.2238  -0.77
O3 -0.2427 1.9769 0.1888  -0.66
H1 2.9794 -0.6500 0.6140  0.08
H2 2.4497 0.5942 1.5368  0.22
H3 2.2172 -1.3781 2.8882  0.42
H4 1.4022 -2.1446 1.5049  0.17
H5 -1.6045 0.9632 2.8440  0.41
H6 -2.5026 0.4214 1.4026  0.21
O4 -1.5846 -0.0026 -1.4069  -0.65
N3 -1.9476 1.0624 -2.0869  0.38
C5 -3.2444 1.4273 -2.0471  -0.08
C6 -3.7225 2.4897 -2.7663  -0.80
C7 -2.8300 3.2104 -3.5609  -0.09
C8 -1.5043 2.8521 -3.5708  -0.90
C9 -1.0249 1.7798 -2.8015  0.67
S1 0.6266 1.3591 -2.7324  -0.48
H7 -3.8562 0.8078 -1.4099  0.41
H8 -4.7666 2.7575 -2.6985  0.37
H9 -3.1766 4.0531 -4.1455  0.34
H10 -0.7761 3.3980 -4.1520  0.38
C10 0.3877 -3.7135 -1.6931  -0.95
C11 0.0514 -2.5238 -1.0734  -0.30
N4 0.8552 -1.4559 -1.1167  0.90
C12 2.0215 -1.5541 -1.7618  0.00
C13 2.4659 -2.7213 -2.4083  0.16
C14 1.5848 -3.8147 -2.3600  -0.62
C15 3.6192 -2.7920 -3.2766  -0.70
C16 4.7060 -1.9957 -3.4616  -0.62
C17 5.4593 -1.1026 -2.6158  0.91
C18 6.3817 -0.2230 -3.2130  -0.64
C19 7.2478 0.4742 -2.4104  -0.19
N5 7.2837 0.3113 -1.0844  -0.61
C20 6.3604 -0.5124 -0.6086  -0.08
N6 5.4377 -1.1923 -1.2733  -0.40
H11 -0.3078 -4.5415 -1.6694  0.40
H12 -0.8844 -2.3819 -0.5503  0.48
H13 2.5811 -0.6392 -1.8689  0.51
H14 1.8455 -4.7278 -2.8837  0.37
H15 3.5483 -3.5913 -4.0088  0.28
H16 5.1832 -2.1307 -4.4268  0.30
H17 6.3937 -0.1048 -4.2886  0.38
H18 7.9627 1.1822 -2.8138  0.40
H19 6.3642 -0.6406 0.4707  0.42

Total energy: -80335.32721 eV
Gap between HOMO and LUMO (alpha / beta): 5.19 / 4.87 eV
2S+1: 2
Total charge: -1

***

Record 3
A structure of composition C5H4O2. Source: the Open Molecules 2025 dataset; level of theory: ωB97M-V/def2-TZVPD.

Each line ends with the Mulliken charge.
Geometry (Å):
C1 0.4154 -1.0269 0.6459  0.21
C2 -0.3419 0.1549 0.9072  0.47
C3 -0.2641 -0.8761 -0.7245  -0.13
C4 0.2788 0.6187 -1.1265  -0.32
C5 0.1963 1.2933 0.0323  -0.71
H1 -0.7606 0.3271 1.9937  0.34
H2 -0.2333 -1.6044 -1.6197  0.41
H3 0.5448 0.8636 -2.1491  0.39
H4 0.5882 2.3901 0.2876  0.28
O1 0.9562 -1.6420 1.5049  -0.54
O2 -1.3799 -0.4981 0.2483  -0.39

Total energy: -9340.04610 eV
Gap between HOMO and LUMO: 10.75 eV
Total charge: 0
ΔE to the lowest compared entry with this formula, charge and spin: 399.1 kJ/mol

***

Record 4
A cluster of 16 separate species, C45H116Cl6O39S13 in total. Source: the Open Molecules 2025 dataset; level of theory: ωB97M-V/def2-TZVPD.

Each line ends with the Mulliken charge.
Geometry (Å):
Cl1 2.1738 4.6160 -2.0903  -0.22
C1 0.5676 4.2395 -2.7328  0.53
C2 0.0294 5.6002 -3.0935  -0.35
Cl2 0.6166 6.3733 -4.5234  -0.21
H1 -0.0275 3.7440 -1.9657  0.05
H2 0.5047 3.7147 -3.6861  -0.16
H3 0.0909 6.3660 -2.3203  0.34
H4 -1.0013 5.5498 -3.4443  0.01
Cl3 1.6367 -6.2259 1.7430  -0.20
C3 3.1963 -5.6770 1.2423  0.24
C4 4.3077 -6.5335 1.9345  -0.58
Cl4 4.3788 -6.4556 3.7172  -0.17
H5 3.2803 -4.6161 1.4784  -0.46
H6 3.2289 -5.5266 0.1633  0.40
H7 5.2569 -6.4192 1.4111  0.38
H8 3.9350 -7.5489 1.7998  0.37
Cl5 1.9745 -2.1520 -0.8455  -0.03
C5 0.5842 -1.1645 -0.3385  0.43
C6 0.2486 -0.0470 -1.2238  -0.25
Cl6 1.6590 1.0016 -1.4599  -0.13
H9 0.7213 -0.6785 0.6274  0.14
H10 -0.2676 -1.8325 -0.4661  -0.28
H11 -0.5766 0.6218 -0.9790  0.19
H12 0.0668 -0.4438 -2.2225  0.04
O1 -9.2085 -5.2854 3.2468  -0.63
S1 -7.8339 -5.4020 2.6684  1.11
O2 -7.6341 -6.0352 1.3999  -0.57
O3 -6.9661 -3.9768 2.9187  -0.34
C7 -5.7093 -3.9248 2.1380  0.18
C8 -5.8685 -3.2536 0.8226  -0.61
C9 -6.8533 -6.5232 3.8219  -0.61
H13 -5.2426 -4.9028 2.0210  0.58
H14 -5.0194 -3.2932 2.6977  -0.32
H15 -6.5598 -3.8297 0.2076  0.50
H16 -4.9262 -3.2699 0.2749  -0.06
H17 -6.2890 -2.2554 0.9451  0.04
H18 -6.9878 -7.5590 3.5103  0.36
H19 -7.2377 -6.2501 4.8046  0.30
H20 -5.8364 -6.1318 3.7932  0.03
O4 -2.8937 -1.5317 2.7905  -0.18
S2 -3.0643 -0.3787 1.9196  0.36
O5 -2.7053 -0.3358 0.5152  -0.52
O6 -4.6596 0.2247 2.1229  0.20
C10 -5.2190 0.2682 3.3876  0.26
C11 -6.7050 0.0509 3.2408  -1.52
C12 -2.2428 1.1342 2.7129  -0.58
H21 -4.9868 1.1483 3.9873  0.25
H22 -4.7107 -0.5434 3.9082  0.05
H23 -7.0610 0.1156 4.2690  0.43
H24 -7.1155 -0.8081 2.7100  0.26
H25 -7.2110 0.9136 2.8074  0.36
H26 -1.1777 0.9098 2.7706  0.13
H27 -2.7247 1.3403 3.6686  0.03
H28 -2.3233 1.9959 2.0502  0.41
O7 1.8850 -0.2590 3.7750  -0.35
S3 3.1113 -1.0472 3.9960  0.81
O8 3.0922 -2.5009 4.3824  -0.53
O9 4.1404 -0.7403 2.6615  -0.16
C13 4.8541 -1.8509 2.2200  0.40
C14 5.9058 -2.3688 3.2411  -1.33
C15 4.0201 -0.0677 5.3409  -1.04
H29 5.5687 -1.5738 1.4449  -0.04
H30 4.1335 -2.5354 1.7724  0.07
H31 6.4612 -1.5754 3.7413  0.32
H32 6.4694 -3.1575 2.7427  0.38
H33 5.5471 -2.8177 4.1673  0.41
H34 3.4746 -0.1952 6.2759  0.41
H35 3.9841 0.9634 4.9892  0.22
H36 5.0251 -0.4837 5.4120  0.40
O10 -2.0873 1.7870 6.2190  -0.60
S4 -1.0932 1.1212 7.0064  1.15
O11 -0.0252 1.7916 7.7792  -0.69
O12 -1.8261 0.1815 8.1261  -0.39
C16 -3.1315 -0.2688 7.8268  0.70
C17 -3.4635 -1.2354 8.8695  -1.45
C18 -0.2855 -0.1546 5.9733  -0.71
H37 -3.2546 -0.6610 6.8173  -0.14
H38 -3.8277 0.5696 7.8485  0.26
H39 -3.4618 -0.7617 9.8512  0.43
H40 -2.8657 -2.1391 8.7508  0.15
H41 -4.4942 -1.5683 8.7472  0.40
H42 -0.7049 -0.1994 4.9681  0.18
H43 -0.2988 -1.0558 6.5863  0.46
H44 0.7838 0.0551 6.0002  0.20
O13 8.5375 -0.0050 -4.4564  -0.54
S5 8.8213 0.7241 -3.2276  1.13
O14 8.5782 2.1719 -3.2418  -0.64
O15 8.0716 0.0875 -1.9395  -0.29
C19 7.8648 -1.3563 -1.7328  -0.29
C20 6.3685 -1.5016 -2.0590  -0.71
C21 10.5638 0.3239 -2.8156  -1.10
H45 8.1184 -1.6388 -0.7111  0.30
H46 8.4749 -1.8135 -2.5117  0.35
H47 5.6578 -1.0933 -1.3405  0.28
H48 6.1031 -2.5335 -2.2891  0.47
H49 5.9749 -1.1340 -3.0067  -0.09
H50 11.1722 0.8265 -3.5675  0.40
H51 10.7868 -0.7327 -2.9640  0.33
H52 10.8405 0.8825 -1.9215  0.38
O16 -1.8600 4.7412 0.9147  -0.41
S6 -2.9131 5.6172 1.3788  1.15
O17 -4.1435 5.0372 1.9329  -0.66
O18 -2.2248 6.7426 2.3929  -0.37
C22 -0.8984 7.3558 2.0116  -0.10
C23 -1.0243 8.8728 1.7693  -1.20
C24 -3.3026 6.7780 0.0947  -0.60
H53 -0.5739 6.8421 1.1067  0.33
H54 -0.2524 7.1668 2.8689  0.25
H55 -0.0731 9.3335 1.5028  0.34
H56 -1.4260 9.1844 2.7334  0.33
H57 -1.7339 9.1737 0.9985  0.34
H58 -4.3017 7.2010 0.1991  0.33
H59 -3.4497 6.3114 -0.8793  0.17
H60 -2.5143 7.5282 0.0318  0.15
O19 4.2213 0.6248 -9.5265  -0.60
S7 5.5713 0.8269 -9.0006  1.19
O20 6.3368 2.0740 -9.2086  -0.63
O21 5.5374 0.4045 -7.4340  -0.25
C25 6.1413 1.1228 -6.3840  -0.35
C26 5.0963 1.3025 -5.3121  -0.83
C27 6.5241 -0.6143 -9.5449  -0.87
H61 6.4787 2.1024 -6.7228  0.60
H62 7.0879 0.6493 -6.1235  0.19
H63 4.6993 0.4217 -4.8074  -0.03
H64 4.1961 1.8524 -5.5863  0.26
H65 5.4685 2.0858 -4.6518  0.44
H66 6.6025 -0.5706 -10.6312  0.43
H67 5.9505 -1.5126 -9.3162  0.20
H68 7.4299 -0.6345 -8.9390  0.28
O22 -4.7351 -2.3020 -2.5572  -0.60
S8 -3.3455 -2.7610 -2.5937  1.08
O23 -2.1727 -1.9525 -2.2612  -0.29
O24 -3.2305 -4.1582 -1.6355  -0.34
C28 -2.0065 -4.9287 -1.5487  -0.21
C29 -1.6362 -5.1925 -0.0588  -0.96
C30 -2.9824 -3.5289 -4.2583  -1.02
H69 -1.1663 -4.4531 -2.0547  0.35
H70 -2.1166 -5.8855 -2.0592  0.32
H71 -1.7240 -4.2953 0.5539  0.16
H72 -0.6243 -5.4677 0.2386  0.14
H73 -2.1149 -6.0433 0.4261  0.42
H74 -3.9677 -3.8426 -4.6031  0.38
H75 -2.4260 -4.4611 -4.1613  0.31
H76 -2.6265 -2.7286 -4.9073  0.32
O25 -4.0876 -2.5408 5.8681  -0.59
S9 -3.3932 -3.8076 5.5475  1.10
O26 -3.8566 -4.6629 4.4422  -0.51
O27 -1.6711 -3.4208 5.4001  -0.12
C31 -0.9231 -4.1311 4.4728  0.02
C32 0.5733 -4.0008 4.7655  -0.79
C33 -3.2022 -4.7982 7.0561  -0.95
H77 -1.1799 -3.6529 3.5275  -0.03
H78 -1.1695 -5.1920 4.5177  0.44
H79 0.8442 -2.9665 4.9774  -0.08
H80 1.1314 -4.6809 4.1220  0.23
H81 0.7588 -4.5543 5.6860  0.33
H82 -3.1980 -4.2500 7.9982  0.24
H83 -2.2924 -5.3683 6.8681  0.33
H84 -4.0466 -5.4852 7.1129  0.41
O28 1.4764 5.2797 2.5742  -0.39
S10 2.7944 4.9581 2.9651  0.92
O29 3.8485 5.9251 2.9029  -0.63
O30 2.6906 4.1961 4.4705  -0.48
C34 1.4860 3.4580 4.6809  0.28
C35 0.7019 4.2254 5.6868  -0.91
C36 3.4119 3.4767 2.0538  -0.98
H85 1.8853 2.4924 4.9913  0.13
H86 0.8203 3.2675 3.8391  0.33
H87 -0.1561 3.6078 5.9523  0.14
H88 0.4667 5.1603 5.1782  0.18
H89 1.3514 4.3439 6.5541  0.34
H90 2.7161 2.7007 1.7347  0.26
H91 4.3165 3.1286 2.5524  0.32
H92 3.6265 3.9970 1.1204  0.45
O31 -8.3251 4.7237 -3.0354  -0.61
S11 -7.0260 4.5060 -2.3356  1.04
O32 -6.4002 5.4330 -1.3269  -0.54
O33 -6.9488 2.9964 -1.7342  -0.30
C37 -7.3294 2.7641 -0.3665  -0.63
C38 -5.8447 2.7734 0.2491  0.01
C39 -5.7142 4.1761 -3.5649  -0.88
H93 -7.6813 1.7354 -0.2878  0.34
H94 -7.9667 3.5035 0.1184  0.39
H95 -5.1375 2.3173 -0.4436  0.36
H96 -5.7113 2.2101 1.1727  -0.45
H97 -5.6604 3.8115 0.5255  0.25
H98 -4.8051 4.3046 -2.9774  0.26
H99 -5.7477 4.9558 -4.3258  0.50
H100 -5.7672 3.1755 -3.9940  0.19
O34 -2.3856 3.7556 -4.4924  -0.36
S12 -2.5149 3.0226 -5.7378  0.95
O35 -2.6161 3.7661 -6.9620  -0.66
O36 -1.2508 1.9422 -5.8775  -0.11
C40 -0.3415 2.0225 -6.9229  -0.46
C41 0.7682 2.9254 -6.5354  -0.60
C42 -3.9796 1.8968 -5.7941  -1.03
H101 -0.8272 2.4723 -7.7890  0.42
H102 -0.1126 1.0086 -7.2511  0.27
H103 1.3836 3.1650 -7.4025  0.44
H104 1.3693 2.4880 -5.7383  0.00
H105 0.4422 3.8950 -6.1589  0.13
H106 -3.8913 1.1677 -6.5996  0.37
H107 -4.8749 2.5158 -5.8516  0.36
H108 -3.9308 1.3993 -4.8255  0.34
O37 3.9184 -3.6925 -4.9632  -0.57
S13 4.5512 -3.2987 -6.2237  1.12
O38 4.4670 -4.2263 -7.3706  -0.66
O39 3.6893 -1.9487 -6.7529  -0.21
C43 2.3100 -1.7847 -6.3985  -0.73
C44 1.9621 -1.1156 -4.9531  -0.18
C45 6.2298 -2.6315 -6.0615  -0.38
H109 1.7824 -2.7272 -6.5454  0.45
H110 1.8939 -1.0924 -7.1304  0.24
H111 2.0909 -0.0427 -5.0956  -0.01
H112 2.6376 -1.4997 -4.1888  0.11
H113 0.9624 -1.4715 -4.7040  0.31
H114 6.6806 -3.2842 -5.3139  0.43
H115 6.2050 -1.6290 -5.6344  -0.30
H116 6.7643 -2.6851 -7.0100  0.34

Total energy: -344376.73325 eV
Gap between HOMO and LUMO: 9.85 eV
Total charge: 0